(one)
10
Properties=species:S:1:pos:R:3 method="wB97M-V/def2-TZVPD" homo_energy_ev=-7.4 charge=0 gap_ha=0.24384 multiplicity=1
N 1.385 -0.616 -0.745
P 0.589 1.722 -0.687
P -2.215 -0.238 -0.345
P 1.017 -0.342 0.795
P -0.785 0.956 0.806
H 2.222 -0.918 -1.119
H -3.215 0.552 -0.036
H -1.877 0.309 -1.596
H 0.982 -1.732 1.207
H 1.897 0.308 1.720

(two)
10
Properties=species:S:1:pos:R:3 method="wB97M-V/def2-TZVPD" smiles="[PH2]#P=N[PH]#[PH2]" homo_energy_ev="-8.3 / -7.9" charge=0 gap_ha="0.27492 / 0.24282" multiplicity=1
P 2.081 2.089 0.390
P -0.080 2.249 0.234
N -0.001 0.095 -0.032
P -1.451 -0.569 -0.067
P -1.038 -2.698 0.574
H 1.980 1.565 1.754
H 2.377 3.576 0.897
H -2.179 0.141 0.865
H -2.373 -2.870 0.444
H -1.150 -2.314 1.847

Referenced to the most stable arrangement, the calculated values in eV are (one) 0.000; (two) 1.130.

(one)
21
Properties=species:S:1:pos:R:3 method="wB97M-V/def2-TZVPD" smiles="C[C@@H]1CC[C@@]1(C)S(=O)(=O)[O-]" homo_energy_ev=-4.7 charge=-1 gap_ha=0.30566 multiplicity=1
C 0.245 0.165 1.795
C 0.479 -0.623 0.458
C 1.585 -0.191 -0.446
C 0.501 0.383 -1.527
C -0.502 -0.425 -0.670
C -1.897 -0.139 -0.393
S -0.712 -2.162 -1.792
O -0.876 -1.725 -3.174
O 0.547 -2.885 -1.622
O -1.885 -2.885 -1.351
H 0.457 1.196 1.838
H 1.025 -0.370 2.447
H -0.805 0.223 1.891
H 0.545 -1.710 0.744
H 2.044 -1.045 -0.892
H 2.363 0.570 -0.111
H 0.296 1.387 -1.221
H 0.647 -0.001 -2.491
H -2.052 0.807 -0.019
H -1.998 -0.897 0.344
H -2.622 -0.283 -1.189

(two)
21
Properties=species:S:1:pos:R:3 method="wB97M-V/def2-TZVPD" homo_energy_ev=-4.7 charge=-1 gap_ha=0.30946 multiplicity=1
C 2.417 -1.061 -0.845
C -0.845 -0.080 -0.260
C -3.228 -0.815 -0.255
C -2.713 1.694 -0.372
C 2.255 0.044 1.598
C -2.355 0.179 -0.368
O -0.076 0.808 -0.618
O -0.557 -1.094 0.416
O 4.415 0.415 0.109
S 2.934 0.505 -0.096
H 2.897 -2.029 -0.575
H 1.406 -1.148 -0.720
H -4.255 -0.776 -0.156
H 2.550 -0.754 -1.947
H -2.809 -1.928 -0.278
H -2.200 2.260 0.558
H -3.751 1.884 -0.342
H -2.287 2.074 -1.366
H 2.939 -0.408 2.217
H 1.801 0.889 2.026
H 1.463 -0.660 1.273

Referenced to the most stable arrangement, the calculated values in eV are (one) 0.000; (two) 0.072.

(one)
58
Properties=species:S:1:pos:R:3 method="wB97M-V/def2-TZVPD" smiles="CC[C@H](C)c1ccccc1NC(=O)COC(=O)c1ccc(C)c(NC(=O)c2ccco2)c1" homo_energy_ev=-8.7 charge=0 gap_ha=0.32726 multiplicity=1
C -1.827 -0.313 -2.251
C -1.473 1.165 -2.362
C 0.017 1.371 -2.667
C 0.405 2.850 -2.637
C 0.389 0.764 -3.998
C -0.242 1.186 -5.164
C 0.046 0.619 -6.390
C 0.977 -0.402 -6.480
C 1.628 -0.828 -5.339
C 1.347 -0.245 -4.110
N 2.042 -0.721 -2.968
C 2.876 0.039 -2.230
O 3.242 1.154 -2.520
C 3.334 -0.668 -0.939
O 2.250 -0.812 -0.025
C 1.433 -1.855 -0.169
O 1.554 -2.684 -1.050
C 0.356 -1.884 0.842
C -0.685 -2.792 0.674
C -1.714 -2.825 1.594
C -1.729 -1.978 2.693
C -2.860 -2.046 3.677
C -0.669 -1.070 2.862
N -0.688 -0.231 3.976
C 0.267 0.645 4.413
O 1.331 0.865 3.873
C -0.128 1.324 5.659
C 0.553 2.263 6.390
C -0.268 2.576 7.493
C -1.387 1.811 7.358
O -1.316 1.049 6.256
C 0.362 -1.021 1.933
H -1.617 -0.827 -3.186
H -1.248 -0.787 -1.460
H -2.883 -0.437 -2.020
H -2.082 1.628 -3.140
H -1.704 1.664 -1.418
H 0.578 0.868 -1.873
H 1.474 2.946 -2.806
H -0.125 3.410 -3.404
H 0.167 3.281 -1.666
H -0.978 1.974 -5.110
H -0.461 0.969 -7.278
H 1.201 -0.856 -7.433
H 2.366 -1.615 -5.389
H 1.876 -1.681 -2.682
H 3.756 -1.651 -1.176
H 4.069 -0.042 -0.431
H -0.674 -3.456 -0.176
H -2.525 -3.525 1.460
H -3.570 -2.813 3.379
H -2.497 -2.292 4.676
H -3.394 -1.096 3.727
H -1.510 -0.304 4.559
H 1.516 2.664 6.152
H -0.058 3.273 8.278
H -2.270 1.720 7.959
H 1.170 -0.321 2.065

(two)
58
Properties=species:S:1:pos:R:3 method="wB97M-V/def2-TZVPD" smiles="COc1cc(N[C@H](C(=O)Nc2cccc(C(C)=O)c2)c2ccccc2)cc(OC)c1OC" homo_energy_ev=-7.5 charge=0 gap_ha=0.28427 multiplicity=1
C -1.550 -2.943 -1.415
O -1.721 -3.523 -0.149
C -1.597 -2.729 0.960
C -1.452 -1.355 0.900
C -1.300 -0.615 2.073
N -1.215 0.766 2.069
C -0.851 1.493 0.878
C 0.483 0.986 0.285
O 1.311 0.416 0.953
N 0.606 1.291 -1.038
C 1.680 1.034 -1.896
C 2.784 0.271 -1.521
C 3.802 0.051 -2.432
C 3.746 0.573 -3.711
C 2.645 1.335 -4.098
C 2.489 1.936 -5.449
C 3.627 1.749 -6.420
O 1.490 2.551 -5.752
C 1.620 1.556 -3.182
C -0.661 2.960 1.180
C 0.331 3.357 2.070
C 0.526 4.698 2.346
C -0.265 5.655 1.732
C -1.249 5.267 0.839
C -1.445 3.925 0.563
C -1.300 -1.284 3.287
C -1.469 -2.664 3.366
O -1.443 -3.140 4.641
C -1.486 -4.524 4.908
C -1.629 -3.407 2.193
O -1.771 -4.789 2.214
C -3.035 -5.263 1.800
H -1.593 -3.769 -2.124
H -0.580 -2.442 -1.503
H -2.350 -2.230 -1.647
H -1.437 -0.861 -0.056
H -0.820 1.144 2.919
H -1.653 1.371 0.139
H -0.136 1.837 -1.454
H 2.837 -0.139 -0.527
H 4.654 -0.541 -2.133
H 4.556 0.383 -4.397
H 4.546 2.158 -6.005
H 3.776 0.690 -6.619
H 3.392 2.259 -7.351
H 0.774 2.149 -3.500
H 0.961 2.611 2.533
H 1.299 4.996 3.038
H -0.113 6.702 1.948
H -1.867 6.010 0.357
H -2.220 3.627 -0.129
H -1.170 -0.745 4.211
H -0.719 -5.067 4.354
H -2.466 -4.951 4.678
H -1.301 -4.612 5.979
H -3.233 -5.021 0.753
H -3.838 -4.849 2.422
H -3.002 -6.345 1.923

Referenced to the most stable arrangement, the calculated values in eV are (one) 0.000; (two) 2.110.

(one)
17
Properties=species:S:1:pos:R:3 method="wB97M-V/def2-TZVPD" smiles=OCCCSS.O homo_energy_ev=-9.0 charge=0 gap_ha=0.34593 multiplicity=1
O -1.200 -0.706 -1.804
C -1.158 0.537 -1.187
C -0.800 0.475 0.299
C 0.664 0.778 0.619
S 1.059 1.262 2.337
S -0.226 0.601 3.678
H -0.339 -1.147 -1.951
H -2.255 0.859 -1.287
H -0.564 1.306 -1.743
H -1.013 -0.550 0.629
H -1.443 1.079 0.892
H 1.038 1.519 -0.072
H 1.375 -0.037 0.439
H 0.263 -0.685 3.787
O 1.256 -1.726 -1.766
H 1.849 -2.488 -1.771
H 1.492 -1.077 -1.100

(two)
17
Properties=species:S:1:pos:R:3 method="wB97M-V/def2-TZVPD" smiles=OCCCSS.O homo_energy_ev=-8.4 charge=0 gap_ha=0.32658 multiplicity=1
O -0.754 -0.282 -0.260
C -0.976 0.423 0.980
C 0.360 0.906 1.584
C 1.629 0.799 0.770
S 1.934 -0.993 0.549
S 1.883 -1.247 -1.502
H -0.587 -1.157 0.024
H -1.588 -0.195 1.679
H -1.550 1.410 0.905
H 0.506 0.382 2.607
H 0.215 1.964 1.761
H 2.569 1.112 1.285
H 1.595 1.079 -0.188
H 1.098 -2.288 -1.683
O -2.279 -0.406 -2.640
H -2.311 -0.432 -3.667
H -1.743 -1.075 -2.202

Referenced to the most stable arrangement, the calculated values in eV are (one) 0.000; (two) 0.919.